(1)
Computed, not measured: a molecular structure, C29H52GeN9OPSi3Ti, with ωB97M-V/def2-TZVPD.

LUMO (spin up / spin down) (eV): -2.8881 / -2.8439
2S+1: 2
F_max (eV/Å): 1.07
Gap between HOMO and LUMO (spin up / spin down) (eV): 7.3 / 7.2
Energy above the lowest of the compared OMol25 structures with the same formula, charge and spin (kcal/mol): 9.9
Net charge: +1

Each line ends with the Löwdin charge.
Element x y z (Å)
Ti1 -0.88 0.20 0.62  0.825
C1 0.61 -1.76 5.61  -0.013
N1 -0.19 -1.55 4.41  -0.105
C2 -1.50 -1.91 4.28  -0.021
C3 -1.90 -1.52 3.04  -0.097
N2 -0.84 -0.93 2.41  -0.068
C4 0.18 -0.95 3.26  -0.457
P1 1.84 -0.26 2.95  1.210
C5 1.99 -0.75 1.22  -0.479
N3 1.07 -0.62 0.27  -0.065
C6 1.68 -0.96 -0.91  -0.110
C7 2.97 -1.30 -0.67  -0.020
N4 3.16 -1.17 0.68  -0.105
C8 4.40 -1.44 1.39  -0.006
C9 1.38 1.46 2.56  -0.450
N5 0.77 1.86 1.45  0.005
C10 0.73 3.23 1.52  -0.111
C11 1.33 3.65 2.67  -0.036
N6 1.75 2.53 3.32  -0.100
C12 2.40 2.49 4.63  -0.004
H1 0.54 -2.80 5.91  0.101
H2 0.25 -1.11 6.40  0.076
H3 1.65 -1.53 5.40  0.063
H4 -2.03 -2.40 5.08  0.140
H5 -2.85 -1.64 2.56  0.072
H6 1.14 -0.98 -1.84  0.074
H7 3.76 -1.64 -1.32  0.138
H8 5.11 -1.88 0.70  0.099
H9 4.22 -2.15 2.20  0.092
H10 4.82 -0.52 1.80  0.094
H11 0.28 3.82 0.75  0.113
H12 1.47 4.64 3.08  0.135
H13 2.53 3.51 4.97  0.101
H14 3.37 2.01 4.55  0.089
H15 1.77 1.96 5.34  0.077
C13 -0.07 2.38 -1.92  -0.047
C14 -1.12 1.34 -2.25  -0.257
O1 -1.99 1.08 -1.12  -0.344
C15 -3.27 1.74 -1.26  -0.212
C16 -4.21 1.41 -0.12  -0.071
H16 0.55 2.57 -2.81  0.096
H17 0.60 2.04 -1.13  0.048
H18 -0.53 3.32 -1.63  0.085
H19 -0.67 0.38 -2.51  0.068
H20 -1.73 1.65 -3.09  0.125
H21 -3.69 1.39 -2.21  0.110
H22 -3.10 2.82 -1.33  0.134
H23 -4.02 2.00 0.76  0.055
H24 -4.14 0.35 0.13  0.049
H25 -5.23 1.60 -0.45  0.097
N7 -2.02 1.52 1.79  0.093
C17 -1.89 2.11 2.79  -0.150
C18 -1.75 2.72 4.01  -0.249
C19 -1.71 4.14 4.11  -0.233
N8 -1.64 5.28 4.19  0.154
C20 -1.30 1.89 5.07  -0.205
N9 -0.88 1.18 5.87  0.167
C21 -5.17 -1.93 -1.63  -0.207
Si1 -4.06 -2.83 -0.39  0.319
C22 -4.40 -4.65 -0.72  -0.210
C23 -4.78 -2.53 1.34  -0.234
Ge1 -1.73 -2.16 -0.62  0.609
Si2 -1.62 -2.28 -3.04  0.326
C24 0.06 -2.04 -3.87  -0.226
C25 -2.21 -4.00 -3.56  -0.217
C26 -2.74 -1.02 -3.91  -0.213
Si3 -0.36 -4.07 0.00  0.327
C27 0.65 -3.85 1.59  -0.203
C28 -1.31 -5.67 0.30  -0.224
C29 0.90 -4.48 -1.34  -0.216
H26 -6.19 -2.32 -1.49  0.042
H27 -4.88 -2.15 -2.65  0.013
H28 -5.22 -0.85 -1.51  0.010
H29 -5.48 -4.77 -0.67  0.041
H30 -3.96 -5.31 0.02  0.008
H31 -4.07 -4.97 -1.70  0.015
H32 -5.82 -2.87 1.33  0.040
H33 -4.79 -1.48 1.65  0.017
H34 -4.26 -3.11 2.10  0.022
H35 0.85 -2.69 -3.48  0.010
H36 0.42 -1.01 -3.86  0.014
H37 -0.07 -2.31 -4.92  0.042
H38 -1.83 -4.80 -2.92  0.015
H39 -1.89 -4.20 -4.59  0.040
H40 -3.30 -4.05 -3.54  0.019
H41 -2.15 -0.33 -4.52  0.031
H42 -3.35 -0.43 -3.22  -0.006
H43 -3.43 -1.53 -4.59  0.040
H44 0.01 -3.67 2.46  0.017
H45 1.37 -3.04 1.51  -0.006
H46 1.20 -4.77 1.76  0.041
H47 -2.01 -5.59 1.13  0.026
H48 -0.58 -6.45 0.56  0.037
H49 -1.86 -6.01 -0.58  0.020
H50 1.68 -3.71 -1.42  0.004
H51 0.45 -4.61 -2.32  0.011
H52 1.39 -5.42 -1.08  0.039

***

(2)
Computed, not measured: 8 unconnected molecules or ions with the total composition C29H52O16S2, with ωB97M-V/def2-TZVPD.

LUMO (eV): -0.0993
2S+1: 1
F_max (eV/Å): 1.81
Structure (SMILES): C[C@H]1COC(=O)O1.C[C@H]1COC(=O)O1.C[C@H]1COC(=O)O1.O=S1(=O)CCCC1.O=S1(=O)CCCC1.CC(C)=O.CC(C)=O.CC(C)=O
Gap between HOMO and LUMO (eV): 9.6
Energy above the lowest of the compared OMol25 structures with the same formula, charge and spin (kcal/mol): 12.9
Net charge: 0

Each line ends with the Löwdin charge.
Element x y z (Å)
C1 -4.31 -1.40 -3.80  -0.023
C2 -5.10 -0.67 -2.74  -0.306
C3 -5.44 0.80 -3.02  -0.090
O1 -6.78 0.94 -2.57  0.065
C4 -7.31 -0.27 -2.33  -0.576
O2 -8.44 -0.44 -1.99  0.160
O3 -6.41 -1.24 -2.56  0.089
H1 -3.92 -2.36 -3.48  0.076
H2 -3.47 -0.74 -4.03  0.082
H3 -4.84 -1.48 -4.75  0.090
H4 -4.56 -0.72 -1.80  0.142
H5 -5.35 1.04 -4.08  0.133
H6 -4.84 1.53 -2.47  0.129
C5 3.01 3.56 -1.49  -0.020
C6 4.48 3.93 -1.29  -0.305
C7 5.49 2.82 -1.55  -0.095
O4 6.48 3.42 -2.38  0.071
C8 6.08 4.67 -2.71  -0.578
O5 6.76 5.43 -3.31  0.172
O6 4.87 4.93 -2.23  0.092
H7 2.86 3.09 -2.46  0.089
H8 2.48 4.52 -1.47  0.080
H9 2.61 2.93 -0.70  0.083
H10 4.63 4.37 -0.30  0.156
H11 5.09 1.89 -1.97  0.129
H12 5.98 2.52 -0.62  0.131
C9 -0.89 -3.32 -1.09  -0.026
C10 -0.33 -4.73 -1.05  -0.289
C11 -1.11 -5.67 -1.99  -0.077
O7 -0.09 -6.30 -2.77  0.075
C12 1.10 -5.71 -2.54  -0.574
O8 2.13 -6.09 -2.96  0.176
O9 0.92 -4.65 -1.73  0.058
H13 -0.24 -2.54 -0.70  0.068
H14 -1.84 -3.22 -0.55  0.096
H15 -1.13 -3.03 -2.11  0.088
H16 -0.24 -5.11 -0.03  0.142
H17 -1.84 -5.15 -2.61  0.129
H18 -1.63 -6.46 -1.44  0.135
O10 -0.73 5.20 2.90  -0.333
S1 -0.63 4.60 1.59  0.685
O11 0.17 3.41 1.39  -0.343
C13 -2.32 4.30 0.95  -0.219
C14 -2.57 5.23 -0.23  -0.182
C15 -1.18 5.68 -0.80  -0.219
C16 -0.26 5.92 0.35  -0.225
H19 -2.93 4.46 1.84  0.100
H20 -2.45 3.24 0.73  0.083
H21 -3.05 4.70 -1.05  0.109
H22 -3.15 6.11 0.04  0.114
H23 -1.33 6.57 -1.41  0.117
H24 -0.75 4.90 -1.43  0.099
H25 -0.42 6.86 0.87  0.108
H26 0.82 5.81 0.19  0.093
O12 2.00 -2.01 1.42  -0.338
S2 3.33 -2.47 1.77  0.678
O13 3.75 -2.42 3.15  -0.331
C17 3.57 -4.07 0.99  -0.212
C18 3.96 -3.70 -0.44  -0.219
C19 4.88 -2.48 -0.45  -0.204
C20 4.58 -1.57 0.76  -0.195
H27 2.77 -4.79 1.19  0.105
H28 4.41 -4.54 1.51  0.110
H29 4.46 -4.56 -0.87  0.122
H30 3.07 -3.45 -1.02  0.103
H31 4.90 -1.96 -1.41  0.112
H32 5.92 -2.79 -0.30  0.111
H33 4.19 -0.57 0.59  0.095
H34 5.46 -1.51 1.39  0.095
C21 -2.67 2.23 4.64  -0.010
C22 -2.41 1.23 3.53  -0.468
C23 -1.45 0.10 3.73  -0.006
O14 -2.89 1.45 2.43  0.039
H35 -3.70 2.59 4.59  0.085
H36 -2.01 3.10 4.54  0.079
H37 -2.55 1.82 5.65  0.079
H38 -1.32 -0.54 2.86  0.048
H39 -1.69 -0.48 4.62  0.090
H40 -0.50 0.60 3.96  0.108
C24 -0.16 1.65 -1.90  -0.009
C25 -0.96 0.60 -1.20  -0.481
C26 -0.51 0.18 0.17  -0.020
O15 -1.85 -0.02 -1.75  0.055
H41 0.88 1.32 -1.92  0.083
H42 -0.30 2.60 -1.38  0.065
H43 -0.46 1.75 -2.94  0.089
H44 -0.54 1.08 0.80  0.065
H45 0.46 -0.32 0.16  0.075
H46 -1.25 -0.49 0.61  0.073
C27 0.90 -3.79 4.81  -0.011
C28 -0.44 -3.53 4.16  -0.491
C29 -0.49 -3.36 2.67  -0.036
O16 -1.45 -3.42 4.83  0.059
H47 1.61 -2.99 4.61  0.072
H48 1.21 -4.82 4.60  0.091
H49 0.70 -3.85 5.88  0.083
H50 -0.23 -2.34 2.38  0.053
H51 -1.46 -3.51 2.20  0.087
H52 0.19 -4.03 2.14  0.064

***

- Which of these has the highest 2S+1?
  C29H52GeN9OPSi3Ti